# 1
Formula: C4H4N2
Source: the Open Molecules 2025 dataset
Level of theory: ωB97M-V/def2-TZVPD

The geometry in XYZ format:
```
10
Properties=species:S:1:pos:R:3
N 0.125 -2.080 -2.039
C -0.155 -1.544 -1.051
C -0.460 -0.833 0.192
C -1.262 0.455 0.167
C 0.008 0.582 0.360
N 1.136 1.327 0.577
H -0.467 -1.496 1.060
H -2.243 0.881 0.027
H 1.397 1.929 -0.190
H 1.920 0.779 0.896
```

**Energy relative to the best compared isomer or geometry (same formula, charge and spin)**: 2.447 eV
**2S+1**: 1
**Gap between HOMO and LUMO**: 10.27 eV

Atomic partial charges in e from the natural (NBO) method, atoms 1 to 8: atom 1 (N): -0.340, atom 2 (C): 0.266, atom 3 (C): -0.372, atom 4 (C): -0.215, atom 5 (C): 0.230, atom 6 (N): -0.810, atom 7 (H): 0.216, atom 8 (H): 0.239

***

# 2
Formula: C4H4N2O
Source: the Open Molecules 2025 dataset
Level of theory: ωB97M-V/def2-TZVPD

The geometry in XYZ format:
```
11
Properties=species:S:1:pos:R:3
O -1.842 1.233 1.499
C -1.138 0.729 0.649
C -0.781 -0.689 0.706
C 0.346 -1.147 0.117
N 0.959 -0.321 -0.815
C 0.423 0.915 -1.050
N -0.521 1.468 -0.375
H -1.240 -1.328 1.453
H 0.744 -1.356 1.124
H 1.723 -0.637 -1.395
H 0.867 1.464 -1.881
```

**Energy relative to the best compared isomer or geometry (same formula, charge and spin)**: 2.086 eV
**2S+1**: 1
**Gap between HOMO and LUMO**: 9.46 eV

Atomic partial charges in e from the natural (NBO) method, atoms 1 to 8: atom 1 (O): -0.551, atom 2 (C): 0.574, atom 3 (C): -0.241, atom 4 (C): -0.106, atom 5 (N): -0.578, atom 6 (C): 0.305, atom 7 (N): -0.501, atom 8 (H): 0.226

***

# 3
Formula: C4H4N2O
Source: the Open Molecules 2025 dataset
Level of theory: ωB97M-V/def2-TZVPD

The geometry in XYZ format:
```
11
Properties=species:S:1:pos:R:3
O -2.549 -1.013 0.795
C -2.124 -0.271 -0.042
C -1.284 0.893 0.162
N -1.230 1.924 -0.819
N -0.305 1.182 -0.904
H -2.558 -0.491 -1.035
H -0.968 1.106 1.152
C 1.281 -0.577 0.829
C 1.879 -0.511 -0.203
H 0.671 -0.377 1.637
H 2.411 -0.484 -1.192
```

**Energy relative to the best compared isomer or geometry (same formula, charge and spin)**: 5.437 eV
**2S+1**: 1
**Gap between HOMO and LUMO**: 10.20 eV

Atomic partial charges in e from the natural (NBO) method, atoms 1 to 8: atom 1 (O): -0.503, atom 2 (C): 0.381, atom 3 (C): -0.190, atom 4 (N): -0.023, atom 5 (N): 0.018, atom 6 (H): 0.120, atom 7 (H): 0.199, atom 8 (C): -0.255

***

# 4
Formula: C4H4N2O
Source: the Open Molecules 2025 dataset
Level of theory: ωB97M-V/def2-TZVPD

The geometry in XYZ format:
```
11
Properties=species:S:1:pos:R:3
C 1.328 0.377 0.161
C -0.269 -0.817 -0.021
C -1.414 0.898 0.054
C -0.178 0.522 -0.008
H 2.356 0.659 -0.564
H 1.550 0.967 1.208
H 1.184 -1.462 -0.909
H -1.960 1.873 -0.420
N 1.085 -1.227 0.216
N -1.458 -1.421 0.071
O -2.226 -0.369 0.211
```

**Energy relative to the best compared isomer or geometry (same formula, charge and spin)**: 7.022 eV
**2S+1**: 1
**Gap between HOMO and LUMO**: 9.92 eV

Atomic partial charges in e from the natural (NBO) method, atoms 1 to 8: atom 1 (C): -0.242, atom 2 (C): 0.232, atom 3 (C): 0.100, atom 4 (C): -0.251, atom 5 (H): 0.239, atom 6 (H): 0.237, atom 7 (H): 0.355, atom 8 (H): 0.237

***

# 5
Formula: C4H4N2O
Source: the Open Molecules 2025 dataset
Level of theory: ωB97M-V/def2-TZVPD

The geometry in XYZ format:
```
11
Properties=species:S:1:pos:R:3
O -2.091 -1.182 1.281
C -1.241 -0.601 0.637
C -0.043 -1.272 0.101
C 0.986 -0.542 -0.361
N 0.870 0.830 -0.415
C -0.329 1.405 -0.097
N -1.352 0.784 0.362
H 0.005 -2.353 0.150
H 1.919 -0.960 -0.723
H 1.658 1.413 -0.650
H -0.383 2.477 -0.284
```

**Energy relative to the best compared isomer or geometry (same formula, charge and spin)**: 0.188 eV
**2S+1**: 1
**Gap between HOMO and LUMO**: 9.69 eV

Atomic partial charges in e from the natural (NBO) method, atoms 1 to 8: atom 1 (O): -0.564, atom 2 (C): 0.595, atom 3 (C): -0.343, atom 4 (C): 0.024, atom 5 (N): -0.568, atom 6 (C): 0.291, atom 7 (N): -0.492, atom 8 (H): 0.238

***

# 6
Formula: C4H4N2O
Source: the Open Molecules 2025 dataset
Level of theory: ωB97M-V/def2-TZVPD

The geometry in XYZ format:
```
11
Properties=species:S:1:pos:R:3
O -1.060 1.913 -1.260
C -0.598 1.012 -0.602
C 0.416 0.042 -1.145
C 0.971 -1.037 -0.277
N 0.457 -1.012 0.975
C -0.501 -0.102 1.449
N -1.011 0.838 0.760
H 0.211 -0.250 -2.217
H 1.158 0.546 -1.826
H 0.769 -1.713 1.651
H -0.813 -0.237 2.494
```

**Energy relative to the best compared isomer or geometry (same formula, charge and spin)**: 3.051 eV
**2S+1**: 1
**Gap between HOMO and LUMO**: 8.31 eV

Atomic partial charges in e from the natural (NBO) method, atoms 1 to 8: atom 1 (O): -0.525, atom 2 (C): 0.647, atom 3 (C): -0.741, atom 4 (C): 0.159, atom 5 (N): -0.621, atom 6 (C): 0.305, atom 7 (N): -0.485, atom 8 (H): 0.330

***

# 7
Formula: C4H4N2O
Source: the Open Molecules 2025 dataset
Level of theory: ωB97M-V/def2-TZVPD

The geometry in XYZ format:
```
11
Properties=species:S:1:pos:R:3
N 0.039 -2.438 -0.352
C 0.815 -1.751 0.297
O 1.501 -1.005 0.868
H 0.061 -3.444 -0.350
C 0.177 2.409 0.530
C 1.023 1.822 1.155
H -0.577 2.916 -0.028
H 1.743 1.231 1.670
C -1.535 0.078 -1.206
N -1.905 1.167 -1.315
H -1.343 -0.985 -1.269
```

**Energy relative to the best compared isomer or geometry (same formula, charge and spin)**: 3.125 eV
**2S+1**: 1
**Gap between HOMO and LUMO**: 10.59 eV

Atomic partial charges in e from the natural (NBO) method, atoms 1 to 8: atom 1 (N): -0.825, atom 2 (C): 0.890, atom 3 (O): -0.478, atom 4 (H): 0.428, atom 5 (C): -0.233, atom 6 (C): -0.260, atom 7 (H): 0.248, atom 8 (H): 0.238

***

# 8
Formula: C4H4N2O
Source: the Open Molecules 2025 dataset
Level of theory: ωB97M-V/def2-TZVPD

The geometry in XYZ format:
```
11
Properties=species:S:1:pos:R:3
N 2.383 1.047 0.830
C 1.837 0.223 0.098
C 1.001 -0.472 -0.639
O 0.069 -1.281 0.003
C -1.247 -0.806 -0.150
C -1.415 0.539 0.451
N -1.442 1.595 0.922
H 0.872 -0.236 -1.686
H 1.287 1.350 0.670
H -1.532 -0.748 -1.211
H -1.902 -1.522 0.352
```

**Energy relative to the best compared isomer or geometry (same formula, charge and spin)**: 4.367 eV
**2S+1**: 1
**Gap between HOMO and LUMO**: 9.66 eV

Atomic partial charges in e from the natural (NBO) method, atoms 1 to 8: atom 1 (N): -0.477, atom 2 (C): 0.266, atom 3 (C): -0.179, atom 4 (O): -0.484, atom 5 (C): -0.161, atom 6 (C): 0.247, atom 7 (N): -0.313, atom 8 (H): 0.207

***

# 9
Formula: C4H4N2O
Source: the Open Molecules 2025 dataset
Level of theory: ωB97M-V/def2-TZVPD

The geometry in XYZ format:
```
11
Properties=species:S:1:pos:R:3
O -1.067 -0.209 2.316
C -0.625 -0.067 1.202
C 0.468 -0.959 0.594
C 1.026 -0.652 -0.740
N 0.406 0.388 -1.340
C -0.557 1.215 -0.755
N -1.047 1.052 0.409
H 1.099 -1.401 1.385
H 0.468 -2.062 0.583
H 0.711 0.633 -2.280
H -0.883 2.060 -1.376
```

**Energy relative to the best compared isomer or geometry (same formula, charge and spin)**: 3.353 eV
**2S+1**: 1
**Gap between HOMO and LUMO**: 8.43 eV

Atomic partial charges in e from the natural (NBO) method, atoms 1 to 8: atom 1 (O): -0.521, atom 2 (C): 0.654, atom 3 (C): -0.749, atom 4 (C): 0.144, atom 5 (N): -0.622, atom 6 (C): 0.309, atom 7 (N): -0.488, atom 8 (H): 0.328

***

# 10
Formula: C4H4N2O
Source: the Open Molecules 2025 dataset
Level of theory: ωB97M-V/def2-TZVPD

The geometry in XYZ format:
```
11
Properties=species:S:1:pos:R:3
O -1.658 -0.349 -2.043
C -0.948 -0.207 -1.057
C 0.506 -0.395 -1.096
C 1.342 -0.095 -0.016
N 0.880 0.330 1.141
C -0.513 0.394 1.215
N -1.418 0.112 0.207
H 0.933 -0.751 -2.034
H 2.420 -0.219 -0.106
H -0.783 -0.198 2.118
H -0.762 1.379 1.671
```

**Energy relative to the best compared isomer or geometry (same formula, charge and spin)**: 3.316 eV
**2S+1**: 1
**Gap between HOMO and LUMO (alpha / beta)**: 7.93 / 7.27 eV

Atomic partial charges in e from the natural (NBO) method, atoms 1 to 8: atom 1 (O): -0.550, atom 2 (C): 0.506, atom 3 (C): -0.158, atom 4 (C): -0.023, atom 5 (N): -0.303, atom 6 (C): -0.208, atom 7 (N): -0.281, atom 8 (H): 0.227

***

# 11
Formula: C4H4N2O
Source: the Open Molecules 2025 dataset
Level of theory: ωB97M-V/def2-TZVPD

The geometry in XYZ format:
```
11
Properties=species:S:1:pos:R:3
O -2.045 0.722 -1.290
C -1.098 0.411 -0.608
C 0.101 -0.309 -1.152
C 1.232 -0.687 -0.281
N 1.049 -0.302 1.004
C -0.073 0.379 1.492
N -1.077 0.725 0.789
H -0.173 -1.063 -1.982
H 0.364 0.019 -2.226
H 1.776 -0.510 1.690
H -0.057 0.616 2.563
```

**Energy relative to the best compared isomer or geometry (same formula, charge and spin)**: 3.263 eV
**2S+1**: 1
**Gap between HOMO and LUMO**: 8.34 eV

Atomic partial charges in e from the natural (NBO) method, atoms 1 to 8: atom 1 (O): -0.530, atom 2 (C): 0.643, atom 3 (C): -0.739, atom 4 (C): 0.148, atom 5 (N): -0.619, atom 6 (C): 0.306, atom 7 (N): -0.486, atom 8 (H): 0.338

***

# 12
Formula: C4H4N2O
Source: the Open Molecules 2025 dataset
Level of theory: ωB97M-V/def2-TZVPD

The geometry in XYZ format:
```
11
Properties=species:S:1:pos:R:3
O 2.246 -1.396 0.186
C 1.207 -0.819 -0.028
C 1.086 0.660 -0.039
C -0.127 1.217 0.016
N -1.277 0.393 0.040
C -1.076 -0.947 -0.269
N 0.034 -1.566 -0.325
H 1.998 1.248 -0.034
H -0.295 2.292 -0.058
H -1.774 0.386 0.920
H -2.023 -1.467 -0.410
```

**Energy relative to the best compared isomer or geometry (same formula, charge and spin)**: 0.826 eV
**2S+1**: 1
**Gap between HOMO and LUMO**: 10.17 eV

Atomic partial charges in e from the natural (NBO) method, atoms 1 to 8: atom 1 (O): -0.533, atom 2 (C): 0.600, atom 3 (C): -0.328, atom 4 (C): 0.019, atom 5 (N): -0.628, atom 6 (C): 0.304, atom 7 (N): -0.478, atom 8 (H): 0.240